1.
ORCA calculation (the ωB97M-V functional and the def2-TZVPD basis) on a molecular structure, C44H60F6N3O2PReS at a distorted geometry.

CARTESIAN COORDINATES (ANGSTROEM)
Re  12.0416  -16.5351  5.7983
C  19.2885  -15.0094  8.0033
C  18.0180  -14.2450  7.9765
C  17.8537  -13.6745  9.4138
C  18.1787  -13.0735  6.9346
C  16.8196  -15.1008  7.5246
C  15.6610  -14.5123  7.0512
C  14.6236  -15.3193  6.6059
N  13.4042  -14.8906  6.0530
C  13.2247  -13.9069  5.1542
C  14.1264  -12.8742  4.7243
C  13.7543  -12.0241  3.7276
C  12.4662  -12.2158  3.1234
C  11.5106  -13.1212  3.5875
C  11.9060  -13.9869  4.5723
O  11.1623  -15.0193  5.0417
C  10.2325  -13.3795  2.7079
C  8.9743  -13.2437  3.5750
C  10.1896  -12.3609  1.6441
C  10.3623  -14.7598  2.0726
C  14.7636  -11.0030  3.1177
C  15.9093  -11.8573  2.5222
C  15.2439  -10.0098  4.2324
C  14.0908  -10.2143  2.0292
C  14.7936  -16.6942  6.5458
O  13.6789  -17.3938  6.1126
C  16.0202  -17.2920  6.7720
C  16.9578  -16.4788  7.3662
C  16.2579  -18.7388  6.4340
C  16.1535  -18.8349  4.9224
C  17.7437  -19.1972  6.7494
C  15.3857  -19.6890  7.2158
H  20.2029  -14.4130  8.1883
H  19.4357  -15.4372  7.0107
H  19.2558  -15.7963  8.7183
H  18.7065  -13.0732  9.6719
H  17.7364  -14.4305  10.2007
H  16.9585  -13.0780  9.4700
H  19.2238  -12.7797  6.7546
H  17.6277  -12.1899  7.2134
H  17.8807  -13.4936  5.9496
H  15.5009  -13.4709  7.0622
H  15.0656  -12.7345  5.2515
H  12.2154  -11.5993  2.2951
H  8.9001  -12.2018  3.9311
H  8.9956  -13.8677  4.4601
H  8.0780  -13.3088  2.8913
H  10.3256  -11.3268  1.9858
H  9.2213  -12.4372  1.1318
H  10.9421  -12.5077  0.8559
H  10.2550  -15.5569  2.8456
H  11.2718  -14.9668  1.5427
H  9.4812  -14.9809  1.4218
H  16.4590  -12.4232  3.2908
H  16.6482  -11.2691  1.9317
H  15.5812  -12.5372  1.7454
H  16.0932  -10.4849  4.7904
H  14.4135  -9.8138  4.8544
H  15.6923  -9.1858  3.7216
H  13.8157  -10.8517  1.1579
H  14.7838  -9.4805  1.6607
H  13.2038  -9.6284  2.4201
H  17.8738  -16.9674  7.5684
H  16.8782  -18.0729  4.4579
H  15.1653  -18.5335  4.6719
H  16.3292  -19.9240  4.6430
H  18.5336  -18.4896  6.3564
H  17.9294  -20.1862  6.3436
H  17.8807  -19.2937  7.7906
H  14.3361  -19.4219  7.1748
H  15.7737  -19.6525  8.2276
H  15.4840  -20.6823  6.7871
F  13.0547  -16.3455  3.6555
P  14.2189  -15.8662  2.2294
F  15.1198  -15.3791  3.4054
F  13.4195  -14.4861  2.1793
F  14.8354  -17.3890  2.3860
F  13.1923  -16.4789  1.1955
F  15.2211  -15.3828  1.1650
C  14.1101  -20.1122  2.0379
C  12.6848  -19.8999  2.2361
C  11.6544  -20.3441  1.4579
C  10.3793  -19.9555  1.7467
N  10.1018  -19.1466  2.7653
C  11.0900  -18.8876  3.6088
S  10.7324  -18.3003  5.2293
N  12.3925  -19.1698  3.3302
C  9.2061  -20.5043  1.0529
H  14.3295  -21.1425  1.7383
H  14.6544  -19.7882  2.9310
H  14.4463  -19.4429  1.2232
H  11.8810  -21.0122  0.6413
H  13.0864  -18.6440  3.8003
H  8.3065  -20.3740  1.6246
H  9.3474  -21.5712  0.8902
H  9.1384  -20.1158  0.0415
C  9.5582  -15.1772  8.0410
C  10.4837  -16.2564  8.5825
C  11.4313  -15.4956  9.6263
C  11.4144  -16.8089  7.5786
C  9.6969  -17.3294  9.3455
C  10.3341  -18.1682  10.2328
C  9.5950  -18.9952  11.0364
C  8.2526  -19.1331  10.9052
C  7.6061  -18.4357  9.9181
C  8.3457  -17.5010  9.1882
H  10.1693  -14.4398  7.5681
H  8.9887  -14.6765  8.8721
H  8.8224  -15.5032  7.2995
H  11.7328  -14.6138  9.0886
H  12.2611  -16.0954  9.9168
H  10.8440  -15.1764  10.4720
H  12.1332  -17.5088  8.1038
H  11.4033  -18.2656  10.3304
H  10.1160  -19.6682  11.7375
H  7.7436  -19.8516  11.5110
H  6.5263  -18.6414  9.7196
H  7.8769  -16.8631  8.4462

Computed properties:
- total charge = +1
- calculated total energy (Eh) = -3444.3652
- energy above the lowest of the compared OMol25 structures with the same formula, charge and spin (eV) = 0.0000
- largest force on an atom (eV/A) = 3.17
- multiplicity = 3

2.
ORCA calculation (the ωB97M-V functional and the def2-TZVPD basis) on a molecular structure, C44H61CoGeN3O3SSi3Te.

CARTESIAN COORDINATES (ANGSTROEM)
Co  0.6309  -0.2007  -0.4246
C  -2.2369  -5.1751  5.6715
C  -1.7131  -3.9586  4.9612
C  -2.5086  -2.8307  4.7890
C  -2.0389  -1.7187  4.1070
C  -0.7524  -1.7341  3.5972
C  0.0713  -2.8377  3.7765
C  -0.4157  -3.9444  4.4464
S  -0.1179  -0.2810  2.8335
O  -1.2474  0.4913  2.3757
O  0.8196  0.3060  3.7511
N  0.6821  -0.7406  1.4870
C  2.0604  -0.8245  1.4641
C  3.0121  -1.1409  2.4331
C  4.3314  -1.1866  2.0282
C  4.6970  -0.9131  0.7098
C  3.7038  -0.5940  -0.1871
N  2.4266  -0.5656  0.1966
H  -3.1068  -4.9343  6.2802
H  -1.4753  -5.6115  6.3173
H  -2.5345  -5.9406  4.9520
H  -3.5141  -2.8212  5.1912
H  -2.6642  -0.8479  3.9644
H  1.0826  -2.8412  3.3895
H  0.2217  -4.8100  4.5820
H  2.7235  -1.3163  3.4575
H  5.0963  -1.4352  2.7526
H  5.7291  -0.9449  0.3946
H  3.9043  -0.3752  -1.2284
C  -3.0075  -2.4691  0.9797
Si  -3.2490  -2.6068  -0.8635
C  -3.9080  -4.2883  -1.3599
C  -4.4470  -1.2867  -1.4347
Ge  -1.1243  -2.0987  -1.8511
Si  -1.2161  -2.0201  -4.2669
C  -1.5189  -3.7558  -4.9078
C  -2.6931  -0.9441  -4.6948
C  0.3238  -1.3178  -5.0758
Si  0.6753  -3.6417  -1.2867
C  1.1963  -3.9386  0.4827
C  2.1628  -3.3125  -2.3749
C  -0.1876  -5.2119  -1.8421
H  -3.9610  -2.5425  1.5091
H  -2.5688  -1.4971  1.2166
H  -2.3450  -3.2464  1.3701
H  -4.8677  -4.4546  -0.8633
H  -3.2479  -5.1105  -1.0848
H  -4.0837  -4.3425  -2.4367
H  -5.3661  -1.3539  -0.8467
H  -4.7139  -1.4002  -2.4860
H  -4.0203  -0.2922  -1.2920
H  -2.2928  -4.2744  -4.3377
H  -0.6120  -4.3631  -4.8809
H  -1.8510  -3.7073  -5.9481
H  -3.6263  -1.4802  -4.5101
H  -2.6632  -0.6837  -5.7558
H  -2.7249  -0.0156  -4.1221
H  1.1441  -2.0372  -5.0694
H  0.6784  -0.4067  -4.5944
H  0.0947  -1.0857  -6.1193
H  1.9707  -3.2578  0.8285
H  1.6061  -4.9525  0.5282
H  0.3504  -3.8871  1.1693
H  2.5704  -2.3116  -2.2193
H  1.8931  -3.3975  -3.4291
H  2.9528  -4.0403  -2.1715
H  -1.0328  -5.4487  -1.1951
H  0.5263  -6.0370  -1.7669
H  -0.5458  -5.1702  -2.8705
C  2.1597  4.9858  5.7706
C  1.7435  4.3025  4.4996
C  2.6930  3.7815  3.6294
C  2.3444  3.1600  2.4403
C  3.4458  2.5943  1.5931
C  0.9800  3.0612  2.1211
Te  0.2335  2.3116  0.2969
N  -1.1269  -0.1980  -1.3602
C  -0.3915  0.5420  -2.1918
O  0.8758  0.2688  -2.2438
C  -0.8863  1.7612  -2.8558
C  -2.1447  2.2670  -2.5327
C  -2.5804  3.4422  -3.1201
C  -1.7687  4.1012  -4.0363
C  -0.5189  3.5915  -4.3689
C  -0.0731  2.4239  -3.7751
C  1.4373  3.4369  -1.0301
C  2.4023  2.8308  -1.8259
C  3.1416  3.5864  -2.7198
C  2.9094  4.9515  -2.8169
C  1.9457  5.5488  -2.0227
C  1.1857  4.8098  -1.1163
C  0.1642  5.5162  -0.2659
C  -0.0065  3.5826  2.9724
C  -1.4881  3.5863  2.6854
C  0.4080  4.1931  4.1517
H  3.0626  4.5363  6.1823
H  1.3738  4.9354  6.5228
H  2.3727  6.0403  5.5827
H  3.7432  3.8525  3.8893
H  4.4166  2.8833  1.9940
H  3.3981  2.9362  0.5630
H  3.4000  1.5091  1.5956
H  -2.7546  1.7346  -1.8140
H  -3.5523  3.8449  -2.8682
H  -2.1141  5.0185  -4.4955
H  0.1058  4.1075  -5.0855
H  0.9043  2.0220  -4.0069
H  2.5680  1.7675  -1.7538
H  3.8936  3.1123  -3.3374
H  3.4809  5.5523  -3.5124
H  1.7681  6.6145  -2.1050
H  -0.0996  6.4771  -0.7060
H  0.5503  5.6989  0.7397
H  -0.7585  4.9404  -0.1668
H  -1.8247  2.7294  2.1109
H  -1.7698  4.4985  2.1525
H  -2.0388  3.5745  3.6252
H  -0.3483  4.5907  4.8195

Computed properties:
- total charge = +1
- calculated total energy (Eh) = -7097.4997
- energy above the lowest of the compared OMol25 structures with the same formula, charge and spin (eV) = 0.0000
- largest force on an atom (eV/A) = 0.38

3.
ORCA calculation (the ωB97M-V functional and the def2-TZVPD basis) on a molecular structure, C44H61N8O2S3SeV at a distorted geometry.

CARTESIAN COORDINATES (ANGSTROEM)
V  -0.1375  -1.2353  -1.1730
C  -1.5592  2.3247  5.7486
C  -1.9866  0.9684  5.1740
C  -3.5066  0.7883  5.3071
C  -1.3088  -0.1317  5.9952
C  -1.6361  0.8821  3.6967
C  -0.7899  -0.0770  3.1695
C  -0.6396  -0.1849  1.8044
Se  0.4226  -1.6495  1.1497
C  2.0708  -0.6623  1.1540
C  2.8682  -0.6575  2.2736
C  3.9725  0.1839  2.3320
C  4.1924  0.9979  1.2274
C  3.4000  1.0300  0.0910
C  2.2769  0.1540  0.0097
O  1.4777  0.0686  -0.9822
C  3.7900  2.0598  -0.9703
C  2.8649  2.0718  -2.1851
C  5.2104  1.7611  -1.4773
C  3.7410  3.4635  -0.3390
C  4.8394  0.2294  3.5812
C  5.9678  1.2591  3.4622
C  5.4579  -1.1525  3.8290
C  3.9660  0.6145  4.7845
C  -1.3102  0.6149  0.8398
O  -1.2380  0.3191  -0.4113
C  -2.0836  1.6817  1.4021
C  -2.2288  1.7451  2.7790
C  -2.8495  2.7364  0.5999
C  -2.5194  2.7209  -0.8912
C  -4.3541  2.4746  0.7641
C  -2.5067  4.1445  1.1193
H  -1.7874  2.3805  6.8125
H  -2.0650  3.1432  5.2436
H  -0.4876  2.4570  5.6187
H  -3.8025  0.7269  6.3534
H  -3.8088  -0.1269  4.8031
H  -4.0446  1.6120  4.8458
H  -1.6427  -0.0751  7.0304
H  -0.2280  -0.0203  5.9834
H  -1.5658  -1.1125  5.6054
H  -0.2427  -0.7769  3.7859
H  2.5925  -1.3073  3.0959
H  5.0290  1.6774  1.2527
H  2.8905  1.1127  -2.6936
H  3.1833  2.8437  -2.8874
H  1.8425  2.2772  -1.8830
H  5.2472  0.7594  -1.9011
H  5.9469  1.8181  -0.6796
H  5.4946  2.4740  -2.2507
H  2.7449  3.6504  0.0587
H  3.9661  4.2276  -1.0830
H  4.4559  3.5658  0.4741
H  6.6330  1.0121  2.6369
H  6.5563  1.2809  4.3790
H  5.5590  2.2547  3.3001
H  6.1117  -1.4306  3.0055
H  4.6834  -1.9089  3.9142
H  6.0399  -1.1514  4.7496
H  3.5207  1.5940  4.6255
H  4.5593  0.6459  5.6980
H  3.1630  -0.1030  4.9227
H  -2.8623  2.5235  3.1779
H  -2.8074  1.7726  -1.3335
H  -1.4537  2.8820  -1.0332
H  -3.0578  3.5221  -1.3978
H  -4.5969  1.4803  0.3962
H  -4.9312  3.2067  0.2020
H  -4.6537  2.5312  1.8076
H  -1.4349  4.3177  1.0420
H  -2.8003  4.2817  2.1562
H  -3.0224  4.8987  0.5254
N  -0.6843  1.4613  -3.3890
C  0.1879  0.5056  -3.7778
N  0.3776  -0.6057  -3.1577
C  1.3777  -1.3590  -3.7095
C  1.9318  -0.8299  -4.8407
S  1.1737  0.6846  -5.2325
C  1.7344  -2.5361  -2.9629
C  2.6679  -3.4971  -3.2280
S  2.6030  -4.7528  -2.0227
C  1.2913  -3.8668  -1.2449
N  1.0065  -2.7381  -1.8196
N  0.6473  -4.3336  -0.1336
H  -1.0042  1.2989  -2.4381
H  -0.4793  2.4084  -3.6610
H  2.7106  -1.2072  -5.4700
H  3.3754  -3.5641  -4.0302
H  0.7544  -5.3196  0.0525
H  -0.3230  -4.0056  -0.1246
C  -2.7522  -2.4754  1.2250
C  -2.6403  -3.1563  -0.1057
C  -3.4141  -4.2400  -0.4664
C  -3.0178  -4.5980  -1.7614
C  -2.0205  -3.7165  -2.1264
C  -1.3412  -3.7323  -3.4599
N  -1.7726  -2.8216  -1.1221
H  -3.6473  -2.8393  1.7349
H  -2.8198  -1.3911  1.1327
H  -1.8956  -2.6961  1.8780
H  -4.1683  -4.7050  0.1466
H  -3.3965  -5.4069  -2.3612
H  -2.0828  -3.8486  -4.2526
H  -0.6498  -4.5760  -3.5453
H  -0.8078  -2.8046  -3.6321
C  -2.6023  -1.1706  -7.5220
C  -3.1272  0.0521  -6.7695
C  -3.1739  -0.2198  -5.3102
N  -2.1596  -0.6227  -4.6509
N  -2.3605  -0.8262  -3.3606
C  -3.5610  -0.5832  -2.9643
N  -3.9424  -0.6781  -1.6861
S  -4.6160  -0.0303  -4.2936
H  -2.4433  -0.9238  -8.5694
H  -3.3087  -1.9956  -7.4508
H  -1.6566  -1.4851  -7.0886
H  -4.1146  0.3363  -7.1315
H  -2.4469  0.8898  -6.9424
H  -3.2776  -1.2077  -1.1209
H  -4.9194  -0.7313  -1.4569

Computed properties:
- total charge = -1
- calculated total energy (Eh) = -6841.9288
- energy above the lowest of the compared OMol25 structures with the same formula, charge and spin (eV) = 0.2186
- largest force on an atom (eV/A) = 1.82
- multiplicity = 2

4.
ORCA calculation (the ωB97M-V functional and the def2-TZVPD basis) on a molecular structure, C44H62BN9O3PSSc.

CARTESIAN COORDINATES (ANGSTROEM)
Sc  0.3668  -0.1630  -0.4447
C  4.4269  1.0966  3.5685
N  3.8081  1.0914  2.2541
C  3.9688  2.0524  1.2960
C  3.0469  1.7857  0.3280
N  2.3103  0.6938  0.6882
C  2.7954  0.2908  1.8460
P  2.1791  -1.1392  2.7749
C  2.0910  -2.2870  1.3523
N  1.6022  -2.0385  0.1443
C  1.9248  -3.1041  -0.6423
C  2.6024  -4.0222  0.1006
N  2.7020  -3.4980  1.3635
C  3.3975  -4.1179  2.4792
C  0.4542  -0.5920  2.8495
N  -0.2656  -0.2604  1.7920
C  -1.4224  0.2816  2.2759
C  -1.3982  0.2563  3.6376
N  -0.2091  -0.3141  3.9921
C  0.3095  -0.3687  5.3487
H  5.2809  1.7684  3.5433
H  3.7057  1.4629  4.3009
H  4.7674  0.0971  3.8318
H  4.6950  2.8392  1.3981
H  2.8774  2.2976  -0.6026
H  1.6639  -3.1289  -1.6850
H  3.0194  -4.9817  -0.1494
H  3.5840  -5.1591  2.2301
H  4.3478  -3.6208  2.6692
H  2.7860  -4.0748  3.3772
H  -2.1920  0.6442  1.6166
H  -2.0954  0.6136  4.3744
H  -0.4415  -0.8075  6.0038
H  1.2027  -0.9896  5.3653
H  0.5485  0.6455  5.6704
C  -0.5593  2.0157  -4.6076
C  -1.4716  1.4866  -3.5344
C  -2.6722  2.1096  -3.2397
C  -3.5393  1.5642  -2.2866
C  -4.8663  2.2208  -2.0060
C  -3.1707  0.4294  -1.5900
C  -1.9330  -0.2112  -1.8219
C  -1.1318  0.3209  -2.8455
N  -1.3748  -1.2231  -1.0413
C  -2.2183  -2.3552  -0.6219
C  -3.0669  -2.0985  0.6409
C  -3.8753  -3.3434  1.0270
C  -2.9157  -4.4906  1.3472
C  -2.0639  -4.7858  0.1112
C  -2.9738  -5.2086  -1.0441
C  -3.9361  -4.0638  -1.3678
C  -4.7876  -3.7484  -0.1341
C  -3.1401  -2.8183  -1.7653
C  -1.2880  -3.5282  -0.2852
H  -0.7920  3.0549  -4.8425
H  -0.6760  1.4351  -5.5264
H  0.4842  1.9438  -4.2987
H  -2.9579  3.0115  -3.7714
H  -4.8903  3.2427  -2.3849
H  -5.0776  2.2492  -0.9355
H  -5.6801  1.6710  -2.4836
H  -3.8370  0.0588  -0.8227
H  -0.2330  -0.2180  -3.1215
H  -3.7497  -1.2596  0.4941
H  -2.3971  -1.8283  1.4607
H  -4.4816  -3.1147  1.9088
H  -3.4757  -5.3835  1.6436
H  -2.2725  -4.2128  2.1892
H  -1.3538  -5.5887  0.3342
H  -3.5338  -6.1098  -0.7737
H  -2.3720  -5.4499  -1.9260
H  -4.5869  -4.3543  -2.1976
H  -5.3856  -4.6222  0.1444
H  -5.4856  -2.9360  -0.3611
H  -3.8301  -2.0193  -2.0433
H  -2.5189  -3.0217  -2.6444
H  -0.6628  -3.7309  -1.1586
H  -0.6262  -3.2285  0.5330
C  -2.0194  3.5290  0.2610
C  -0.6753  2.9971  -0.0947
C  0.4457  3.9587  -0.2739
O  -0.4799  1.7887  -0.1371
H  -1.9007  4.0833  1.1974
H  -2.7395  2.7225  0.3707
H  -2.3501  4.2254  -0.5122
H  0.0926  4.9750  -0.4326
H  1.0863  3.6348  -1.0934
H  1.0101  3.9168  0.6686
C  -2.9438  5.5593  3.2784
C  -2.0483  4.6271  4.0467
C  -2.3412  4.2748  5.3607
C  -1.4725  3.3722  5.9465
N  -0.4084  2.8779  5.3354
C  -0.1593  3.2996  4.0675
S  1.2348  2.7099  3.2581
N  -0.9921  4.1474  3.4054
H  -3.5291  6.1887  3.9478
H  -3.6425  4.9885  2.6615
H  -2.3483  6.1879  2.6182
H  -3.1965  4.6745  5.8865
H  -1.6447  3.0228  6.9623
C  3.6375  1.4481  -5.0848
C  3.6985  0.9109  -3.6664
C  4.7453  1.6756  -2.8644
O  2.4202  1.1302  -3.0312
B  2.1306  0.0660  -2.1652
O  3.0993  -0.9291  -2.3648
C  3.8578  -0.6278  -3.5522
C  5.2839  -1.1129  -3.3653
C  3.1990  -1.3781  -4.7062
H  3.5193  2.5322  -5.0580
H  2.7959  1.0292  -5.6334
H  4.5588  1.2199  -5.6259
H  4.4465  2.7238  -2.8093
H  5.7284  1.6229  -3.3356
H  4.8214  1.2851  -1.8490
H  5.7236  -0.7097  -2.4550
H  5.9074  -0.8261  -4.2154
H  5.2891  -2.2013  -3.2920
H  2.1731  -1.0373  -4.8544
H  3.1729  -2.4406  -4.4604
H  3.7501  -1.2534  -5.6399

Computed properties:
- total charge = 0
- calculated total energy (Eh) = -3957.7644
- energy above the lowest of the compared OMol25 structures with the same formula, charge and spin (eV) = 0.0000
- largest force on an atom (eV/A) = 0.34

Look up the calculated total energy of the third one. -6841.9288 Eh